Density functional theory data (ωB97M-V/def2-TZVPD) for C20H24BrOOsP2 as an isolated structure.

XYZ file:
```
49
Properties=species:S:1:pos:R:3:forces:R:3:lowdin_charge:R:1
Os 0.29525 -0.15770 1.03809 0.2 0.2 1.9 0.9902
Br 2.91174 -0.08883 1.32846 0.2 -0.5 0.1 0.9940
C 3.06682 1.72059 0.83779 0.3 0.1 0.0 -0.5387
C 4.31840 2.29371 0.66918 -0.1 0.0 0.1 -0.0201
C 4.39464 3.65445 0.38417 0.0 0.1 0.0 0.0129
C 3.23641 4.40326 0.31570 0.1 0.0 0.0 0.0649
C 1.97608 3.80038 0.50718 0.0 0.0 -0.1 -0.1365
C 0.80694 4.57437 0.53554 -0.1 -0.1 0.0 0.1187
C -0.43927 4.00034 0.81962 0.1 0.1 0.1 0.0088
C -0.54951 2.64549 0.98706 0.1 -0.1 -0.2 -0.0811
C 0.57647 1.75594 0.89261 0.1 -0.2 -0.8 -0.2990
C 1.87619 2.39691 0.72830 -0.1 0.1 0.1 -0.2157
H 5.21989 1.70237 0.76898 0.0 0.0 0.0 0.1359
H 5.35983 4.12132 0.24390 0.0 0.0 0.0 0.1420
H 3.28923 5.46824 0.12524 0.0 0.0 0.0 0.1472
H 0.88015 5.64467 0.37422 0.0 0.0 0.0 0.1553
H -1.31620 4.62982 0.89296 0.0 0.0 0.1 0.1412
H -1.52018 2.24696 1.22861 0.0 0.0 0.0 0.0771
C -3.09778 -0.76863 1.20256 -0.2 0.0 -0.2 -0.2088
P -1.84888 -0.22861 0.00300 -0.2 -0.4 0.8 0.7878
C -2.55248 1.25471 -0.76205 0.1 0.0 -0.1 -0.2016
C -1.78741 -1.47980 -1.31355 0.0 0.1 0.0 -0.3648
C -2.79839 -1.56154 -2.26986 0.0 0.0 0.1 -0.0475
C -2.77088 -2.56125 -3.23163 0.0 0.0 0.0 -0.0030
C -1.73714 -3.48766 -3.25297 0.0 0.0 0.0 -0.0033
C -0.72531 -3.41837 -2.30754 0.0 0.0 0.0 -0.0455
C -0.74354 -2.41345 -1.34367 -0.2 0.0 0.0 -0.3928
P 0.49937 -2.34272 -0.05701 0.4 0.4 -1.5 0.7728
C 0.15288 -3.71562 1.07254 0.0 0.4 0.5 -0.1724
C 2.10063 -2.68966 -0.81197 0.0 -0.1 0.1 -0.2378
H -4.05967 -0.90343 0.70378 0.0 0.0 0.1 0.0767
H -3.21756 -0.01459 1.98282 0.0 0.0 0.0 0.0603
H -2.80840 -1.71688 1.65581 0.0 0.0 0.0 0.0503
H -3.34592 0.94488 -1.44001 0.0 0.0 0.0 0.0604
H -1.80423 1.80197 -1.33388 0.0 0.0 0.0 0.0743
H -2.99828 1.90465 -0.01360 -0.1 0.0 0.0 0.0626
H -3.62738 -0.86708 -2.27617 0.0 0.0 0.0 0.1120
H -3.56172 -2.61628 -3.96767 0.0 0.0 0.0 0.1357
H -1.71813 -4.26406 -4.00588 0.0 0.0 0.0 0.1359
H 0.07379 -4.14869 -2.33687 0.0 0.0 0.0 0.1183
H -0.85047 -3.64221 1.48953 0.0 0.0 0.0 0.0607
H 0.88300 -3.76810 1.88067 0.0 0.0 0.0 0.0693
H 0.22333 -4.62202 0.46531 0.0 0.0 0.0 0.0874
H 2.05449 -3.63655 -1.35159 0.0 0.0 0.0 0.0690
H 2.86537 -2.78321 -0.04037 0.0 0.0 0.0 0.0446
H 2.37571 -1.89795 -1.50741 0.0 0.0 0.0 0.0693
O 0.14414 -0.43712 3.11788 -0.4 0.0 -0.4 -0.1093
H -0.63429 -0.35608 3.69109 -0.1 0.0 -0.1 0.1304
H 0.93226 -0.37693 3.68107 0.1 0.1 -0.1 0.1116
```
Positions in Å, forces in eV/Å.

## Properties
HOMO energy (spin up / spin down) = -17.847 / -17.871 eV
Strongest force on any atom = 1.9 eV/A
Multiplicity = 1
Total charge = +3
ΔE to the lowest compared entry with this formula, charge and spin = 0.831 eV